No. 1
Below is an isolated ion of composition C10H6NO2 and charge -1 at a distorted geometry, with properties calculated with ωB97M-V with the def2-TZVPD basis set.

Computed properties:
- Gap between HOMO and LUMO (spin up / spin down): 0.2071 / 0.2071 Eh
- LUMO (spin up / spin down): 3.55 / 3.55 eV
- Relative energy (zero: lowest compared OMol25 entry of this formula, charge and spin): 61.8 kcal per mole
- Charge: -1
- HOMO level (spin up / spin down): -2.1 / -2.1 eV

```
19
Properties=species:S:1:pos:R:3:nbo_charge:R:1
C -2.65 -0.20 0.38 -0.226
C -2.46 1.19 0.24 -0.384
C -1.66 -1.06 0.28 -0.205
C -1.19 1.66 -0.09 -0.107
C -0.24 -0.68 -0.11 -0.215
C -0.14 0.77 -0.17 -0.317
C 2.17 0.17 -0.48 -0.643
C 0.76 -1.49 -0.31 0.318
C 1.16 1.29 -0.20 0.526
C 3.12 -0.25 0.30 0.763
N 1.35 -2.54 -0.72 -0.739
O 3.87 -0.52 1.16 -0.492
O 1.46 2.50 -0.10 -0.666
H -3.61 -0.48 0.77 0.191
H -3.39 1.78 0.13 0.182
H -1.77 -2.07 0.73 0.187
H -0.89 2.78 -0.31 0.233
H 2.08 0.03 -1.50 0.286
H 2.04 -2.86 0.01 0.309
```

No. 2
Below is a 9-piece molecular cluster, C61H119N5O13 overall at a distorted geometry, with properties calculated with ωB97M-V with the def2-TZVPD basis set.

Computed properties:
- Gap between HOMO and LUMO (spin up / spin down): 0.2454 / 0.1046 Eh
- Multiplicity: 2
- LUMO (spin up / spin down): -2.41 / -6.25 eV
- Relative energy (zero: lowest compared OMol25 entry of this formula, charge and spin): 107.0 kcal per mole
- Charge: +1
- HOMO level (spin up / spin down): -9.1 / -9.1 eV

```
198
Properties=species:S:1:pos:R:3:mulliken_spin:R:1
C 1.80 -4.41 5.49 0.077
C 2.58 -4.37 4.14 -0.014
C 3.59 -5.52 4.07 0.029
C 2.96 -6.96 3.80 -0.010
C 2.11 -6.86 2.50 0.018
C 1.18 -5.62 2.37 -0.008
N 1.66 -4.41 2.99 0.712
O 0.94 -3.26 2.79 0.046
C 1.24 -5.28 0.87 0.053
C -0.28 -5.95 3.05 0.066
C 3.34 -3.08 3.97 0.019
H 1.08 -5.21 5.65 0.000
H 1.30 -3.45 5.68 -0.001
H 2.58 -4.61 6.23 0.002
H 4.25 -5.36 3.22 -0.004
H 4.19 -5.41 4.97 -0.002
H 2.31 -7.10 4.67 0.002
H 3.67 -7.78 3.89 0.000
H 1.48 -7.68 2.16 -0.002
H 2.89 -6.84 1.74 0.000
H 1.36 -6.09 0.14 0.000
H 0.22 -4.96 0.70 -0.005
H 1.92 -4.46 0.64 -0.005
H -0.81 -6.85 2.73 0.006
H -0.38 -6.10 4.12 -0.002
H -1.07 -5.20 3.05 -0.003
H 4.19 -2.88 4.63 0.001
H 2.72 -2.22 4.23 0.001
H 3.73 -2.95 2.96 -0.004
H 1.60 -2.78 2.29 0.027
C -3.55 -6.58 -0.41 0.000
C -4.47 -5.62 -1.15 0.000
C -5.58 -6.56 -1.69 0.000
C -6.78 -5.88 -2.17 0.000
C -7.39 -5.00 -1.14 0.000
C -6.38 -3.92 -0.62 0.000
N -5.08 -4.62 -0.16 0.000
O -4.17 -3.81 0.47 0.000
C -6.21 -2.79 -1.74 0.000
C -7.10 -3.40 0.67 0.000
C -3.74 -5.06 -2.44 0.000
H -2.52 -6.27 -0.19 0.000
H -3.40 -7.50 -0.97 0.000
H -3.96 -7.10 0.46 0.000
H -5.30 -7.22 -2.51 0.000
H -5.99 -7.12 -0.86 0.000
H -7.45 -6.69 -2.48 0.000
H -6.52 -5.29 -3.05 0.000
H -7.59 -5.66 -0.30 0.000
H -8.39 -4.62 -1.35 0.000
H -5.52 -3.18 -2.49 0.000
H -7.11 -2.55 -2.31 0.000
H -5.83 -1.88 -1.28 0.000
H -6.33 -2.75 1.10 0.000
H -7.98 -2.85 0.33 0.000
H -7.41 -4.17 1.38 0.000
H -3.07 -5.75 -2.95 0.000
H -3.08 -4.22 -2.25 0.000
H -4.29 -4.69 -3.31 0.000
H -4.52 -3.78 1.37 0.000
C -1.82 0.24 -1.72 0.000
C -1.36 -0.32 -0.34 -0.001
C -0.70 -1.74 -0.73 0.003
C 0.64 -1.65 -1.47 -0.001
C 1.60 -0.71 -0.63 0.002
C 1.04 0.71 -0.31 0.002
N -0.29 0.54 0.26 0.000
O -0.76 1.75 0.72 0.000
C 1.99 1.28 0.80 0.000
C 1.01 1.64 -1.48 0.000
C -2.44 -0.63 0.72 0.001
H -1.25 -0.15 -2.55 0.000
H -1.89 1.33 -1.73 0.000
H -2.81 -0.19 -1.88 0.000
H -0.62 -2.41 0.12 -0.001
H -1.31 -2.32 -1.42 -0.001
H 0.55 -1.37 -2.52 0.000
H 1.06 -2.65 -1.47 0.000
H 2.42 -0.66 -1.35 0.001
H 1.78 -1.24 0.31 -0.003
H 3.02 1.17 0.47 0.000
H 1.94 2.35 1.01 0.000
H 1.98 0.82 1.79 0.000
H 0.40 2.48 -1.15 0.000
H 2.05 1.82 -1.75 0.000
H 0.55 1.18 -2.36 0.000
H -3.07 -1.41 0.29 0.000
H -3.01 0.21 1.11 0.000
H -1.94 -1.08 1.58 0.000
H -0.63 1.62 1.67 0.000
C -3.26 4.27 2.33 0.000
C -2.93 5.58 1.41 0.000
C -2.68 5.09 -0.02 0.000
C -3.13 6.02 -1.22 0.000
C -4.25 6.95 -0.83 0.000
C -4.30 7.58 0.56 0.000
N -4.12 6.51 1.55 0.000
O -4.33 6.95 2.95 0.000
C -3.23 8.67 0.67 0.000
C -5.70 8.32 0.77 0.000
C -1.50 6.06 1.86 0.000
H -2.55 3.55 1.93 0.000
H -4.17 3.73 2.08 0.000
H -3.25 4.34 3.42 0.000
H -1.61 4.98 -0.20 0.000
H -3.06 4.08 -0.18 0.000
H -3.30 5.37 -2.08 0.000
H -2.22 6.58 -1.44 0.000
H -5.07 6.26 -1.02 0.000
H -4.46 7.57 -1.70 0.000
H -2.78 8.68 1.67 0.000
H -2.38 8.63 -0.01 0.000
H -3.69 9.65 0.58 0.000
H -5.85 9.09 0.02 0.000
H -6.56 7.65 0.73 0.000
H -5.63 8.79 1.75 0.000
H -1.63 6.36 2.90 0.000
H -1.24 6.99 1.35 0.000
H -0.79 5.24 1.75 0.000
H -5.20 6.63 3.18 0.000
C 4.72 1.83 -2.83 0.000
C 4.99 0.88 -4.06 0.000
C 5.67 1.87 -5.10 0.000
C 6.36 1.15 -6.28 0.000
C 7.36 0.17 -5.59 0.000
C 6.80 -0.83 -4.54 0.000
N 5.92 -0.18 -3.58 0.000
O 5.36 -1.04 -2.75 0.000
C 6.18 -2.08 -5.31 0.000
C 8.12 -1.24 -3.82 0.000
C 3.57 0.27 -4.57 0.000
H 5.72 2.18 -2.58 0.000
H 4.29 1.16 -2.08 0.000
H 3.88 2.49 -3.04 0.000
H 5.21 2.79 -5.46 0.000
H 6.42 2.56 -4.72 0.000
H 6.85 1.94 -6.85 0.000
H 5.64 0.60 -6.88 0.000
H 8.12 0.82 -5.16 0.000
H 7.86 -0.28 -6.45 0.000
H 6.70 -2.47 -6.19 0.000
H 6.25 -3.02 -4.77 0.000
H 5.18 -1.88 -5.70 0.000
H 8.82 -0.45 -3.58 0.000
H 7.80 -1.68 -2.87 0.000
H 8.67 -2.03 -4.34 0.000
H 3.67 -0.33 -5.47 0.000
H 2.91 1.11 -4.79 0.000
H 3.01 -0.29 -3.82 0.000
H 5.85 -0.87 -1.94 0.000
O 3.62 0.00 6.63 0.000
C 3.79 0.90 5.86 0.000
O 4.80 1.87 6.04 0.000
C 4.65 2.97 5.10 0.000
C 3.23 2.93 4.61 0.000
C 2.95 1.40 4.68 0.000
H 5.37 2.74 4.32 0.000
H 4.70 4.01 5.42 0.000
H 3.28 3.32 3.60 0.000
H 2.49 3.46 5.22 0.000
H 3.12 1.04 3.66 0.000
H 1.98 1.11 5.07 0.000
O -5.12 -1.82 -4.55 0.000
C -4.05 -1.60 -5.13 0.000
O -3.91 -0.80 -6.13 0.000
C -2.51 -0.58 -6.54 0.000
C -1.68 -1.80 -6.02 0.000
C -2.68 -2.26 -4.87 0.000
H -2.07 0.36 -6.23 0.000
H -2.34 -0.59 -7.62 0.000
H -0.66 -1.61 -5.68 0.000
H -1.54 -2.67 -6.66 0.000
H -2.23 -1.78 -4.00 0.000
H -2.75 -3.34 -4.78 0.000
O 1.56 7.71 0.79 0.000
C 2.03 6.83 0.17 0.000
O 1.93 6.63 -1.14 0.000
C 2.85 5.72 -1.73 0.000
C 3.86 5.63 -0.56 0.000
C 2.99 5.74 0.64 0.000
H 3.45 6.26 -2.46 0.000
H 2.37 4.76 -1.94 0.000
H 4.61 6.42 -0.51 0.000
H 4.48 4.73 -0.49 0.000
H 3.60 6.33 1.32 0.000
H 2.50 4.93 1.18 0.000
O -0.63 3.28 3.56 0.000
C -0.91 2.54 4.55 0.000
O -0.92 1.21 4.36 0.000
C -0.73 0.50 5.58 0.000
C -0.95 1.56 6.72 0.000
C -1.25 2.87 5.96 0.000
H 0.23 -0.01 5.61 0.000
H -1.49 -0.26 5.79 0.000
H -0.07 1.63 7.36 0.000
H -1.72 1.20 7.39 0.000
H -0.76 3.70 6.47 0.000
H -2.29 3.18 6.04 0.000
```

No. 3
Below is a 3-piece molecular cluster, C9H24NO2P overall at a distorted geometry, with properties calculated with ωB97M-V with the def2-TZVPD basis set.

Computed properties:
- Gap between HOMO and LUMO: 0.3382 Eh
- LUMO: 0.66 eV
- SMILES: CCCN[PH4].CC(C)=O.CC(C)=O
- HOMO level: -8.5 eV

```
37
Properties=species:S:1:pos:R:3:nbo_charge:R:1
C -0.63 0.13 2.51 -0.645
C -1.05 0.06 0.93 -0.442
C -0.87 -1.42 0.23 -0.252
N 0.28 -2.24 0.75 -0.994
P 1.88 -1.64 0.22 0.743
H -1.27 0.94 3.06 0.221
H -0.88 -0.94 2.98 0.197
H 0.55 0.33 2.61 0.229
H -0.29 0.79 0.36 0.206
H -2.14 0.50 0.74 0.212
H -0.77 -1.27 -0.95 0.201
H -1.89 -2.00 0.43 0.198
H 0.23 -2.42 1.78 0.373
H 1.52 -1.98 -1.15 -0.035
H 2.52 -2.65 1.07 -0.028
H 1.71 -0.34 0.82 -0.025
H 3.20 -1.27 -0.26 -0.161
C 2.20 3.84 3.98 -0.721
C 1.63 3.78 2.59 0.594
C 0.90 4.99 2.08 -0.721
O 1.76 2.77 1.89 -0.552
H 2.70 2.90 4.21 0.238
H 2.93 4.65 4.05 0.232
H 1.40 4.00 4.70 0.231
H 1.57 5.85 2.06 0.232
H 0.03 5.20 2.72 0.231
H 0.54 4.80 1.06 0.238
C -1.14 -3.17 -3.50 -0.721
C -1.71 -3.24 -4.89 0.588
C -2.44 -2.02 -5.40 -0.720
O -1.58 -4.24 -5.59 -0.544
H -0.64 -4.12 -3.27 0.241
H -0.41 -2.36 -3.44 0.228
H -1.95 -3.02 -2.78 0.232
H -1.77 -1.16 -5.42 0.229
H -3.31 -1.82 -4.76 0.229
H -2.80 -2.21 -6.42 0.237
```

No. 4
Below is a 2-piece molecular cluster, C3H4FO2 overall at a distorted geometry, with properties calculated with ωB97M-V with the def2-TZVPD basis set.

Computed properties:
- Gap between HOMO and LUMO (spin up / spin down): 0.3434 / 0.2807 Eh
- LUMO (spin up / spin down): -5.07 / -5.97 eV
- Relative energy (zero: lowest compared OMol25 entry of this formula, charge and spin): 111.4 kcal per mole
- Charge: +1
- HOMO level (spin up / spin down): -14.4 / -13.6 eV

```
10
Properties=species:S:1:pos:R:3:nbo_charge:R:1
C -0.19 -1.56 -0.09 0.023
C 1.57 0.06 -0.09 1.083
C -0.83 1.32 0.18 0.068
O 2.40 0.76 -0.40 -0.281
O 0.76 -0.78 0.19 -0.379
F -1.49 0.31 -0.25 -0.282
H -0.78 -1.78 0.84 0.215
H -0.68 -1.66 -1.02 0.225
H -0.60 1.56 1.24 0.185
H -0.16 1.77 -0.61 0.143
```

No. 5
Below is one molecule with the formula C6H8ClN at a distorted geometry, with properties calculated with ωB97M-V with the def2-TZVPD basis set.

Computed properties:
- Gap between HOMO and LUMO: 0.3808 Eh
- LUMO: 0.95 eV
- Relative energy (zero: lowest compared OMol25 entry of this formula, charge and spin): 21.1 kcal per mole
- SMILES: NC1(Cl)C=CCC=C1
- HOMO level: -9.4 eV

```
16
Properties=species:S:1:pos:R:3:nbo_charge:R:1
N 1.61 1.65 0.05 -0.824
C 0.94 0.41 0.01 0.128
Cl 2.25 -0.91 -0.01 -0.179
C 0.17 0.06 -1.25 -0.211
C -1.02 -0.50 -1.20 -0.164
C -1.65 -1.05 0.04 -0.495
C -1.02 -0.48 1.24 -0.143
C 0.12 0.20 1.27 -0.210
H 2.05 1.99 0.87 0.384
H 2.30 1.63 -0.74 0.373
H 0.74 0.54 -2.14 0.218
H -1.47 -0.60 -2.20 0.216
H -2.77 -0.87 -0.18 0.236
H -1.38 -2.06 -0.04 0.246
H -1.59 -0.64 2.24 0.215
H 0.70 0.61 2.04 0.211
```

No. 6
Below is a 2-piece molecular cluster, C20H33FN6O2PS overall at a distorted geometry, with properties calculated with ωB97M-V with the def2-TZVPD basis set.

Computed properties:
- Gap between HOMO and LUMO: 0.2910 Eh
- LUMO: -3.42 eV
- Charge: +1
- HOMO level: -11.3 eV

```
64
Properties=species:S:1:pos:R:3:nbo_charge:R:1
C -3.14 4.15 -2.74 -0.171
C -2.65 3.33 -2.03 0.005
C -1.95 2.40 -1.18 -0.337
N -1.26 1.29 -1.88 -0.274
C -0.85 1.20 -3.19 0.312
N -1.07 2.17 -4.17 -0.511
C -0.26 3.08 -4.34 0.224
S 0.75 4.19 -4.63 0.235
C -0.22 0.01 -3.36 0.134
C 0.39 -0.48 -4.63 -0.448
C -0.08 -1.87 -5.12 -0.435
C -1.50 -2.22 -4.74 0.057
F -1.86 -3.37 -5.40 -0.352
N -0.22 -0.60 -2.13 -0.260
C 0.46 -1.86 -1.81 -0.226
C 1.86 -1.66 -1.21 -0.405
C 1.95 -1.85 0.31 -0.420
C 3.38 -2.19 0.70 -0.213
N 3.67 -2.45 2.11 -0.503
C 2.61 -3.14 2.84 -0.414
C 4.16 -1.30 2.82 0.711
C 3.30 -0.08 3.02 -0.740
O 5.26 -1.32 3.30 -0.490
C -0.89 0.16 -1.25 0.086
P -1.33 -0.16 0.49 1.281
N -2.88 -0.18 0.74 -1.268
H -3.81 4.76 -3.29 0.253
H -2.66 1.99 -0.47 0.277
H -1.20 2.93 -0.59 0.265
H 0.19 0.25 -5.40 0.256
H 1.47 -0.52 -4.48 0.242
H -0.04 -1.87 -6.21 0.244
H 0.62 -2.63 -4.79 0.209
H -1.62 -2.44 -3.68 0.152
H -2.17 -1.42 -5.05 0.171
H -0.19 -2.44 -1.17 0.227
H 0.57 -2.43 -2.73 0.239
H 2.25 -0.69 -1.50 0.217
H 2.48 -2.43 -1.65 0.225
H 1.61 -0.93 0.79 0.190
H 1.26 -2.64 0.57 0.202
H 4.01 -1.34 0.40 0.206
H 3.74 -3.03 0.11 0.207
H 2.26 -3.98 2.26 0.207
H 1.75 -2.49 3.06 0.160
H 3.01 -3.49 3.78 0.227
H 2.56 0.09 2.24 0.198
H 3.94 0.79 3.13 0.254
H 2.77 -0.19 3.97 0.248
H -0.64 0.84 1.21 -0.010
H -0.79 -1.39 0.88 -0.028
H -3.41 -0.07 -0.12 0.382
C -2.77 1.57 3.48 -0.731
C -1.76 2.66 3.73 0.677
O -1.18 3.21 2.79 -0.674
N -1.47 3.00 5.01 -0.602
C -2.04 2.46 6.23 -0.413
H -2.86 1.46 2.41 0.251
H -2.44 0.63 3.92 0.224
H -3.75 1.83 3.89 0.239
H -0.78 3.73 5.09 0.405
H -2.53 3.25 6.80 0.208
H -1.26 2.03 6.85 0.203
H -2.77 1.69 6.01 0.213
```

No. 7
Below is C2H2ClN3S as an isolated structure at a distorted geometry, with properties calculated with ωB97M-V with the def2-TZVPD basis set.

Computed properties:
- Gap between HOMO and LUMO (spin up / spin down): 0.2299 / 0.2441 Eh
- Multiplicity: 3
- LUMO (spin up / spin down): -0.65 / -3.33 eV
- Relative energy (zero: lowest compared OMol25 entry of this formula, charge and spin): 0.0 kcal per mole
- HOMO level (spin up / spin down): -6.9 / -10.0 eV

```
9
Properties=species:S:1:pos:R:3:mulliken_spin:R:1
C -0.47 -0.20 -0.98 0.036
C -1.17 0.49 0.80 0.411
N -1.42 0.54 -0.46 0.007
N 0.49 -0.54 -0.13 0.030
N -0.01 -0.03 1.10 0.015
S -2.38 1.35 2.44 1.172
Cl -1.18 2.69 3.32 0.336
H -0.60 -0.33 -2.06 -0.003
H 0.28 -0.19 2.05 -0.004
```

No. 8
Below is a 3-piece molecular cluster, C4H17N3O2 overall at a distorted geometry, with properties calculated with ωB97M-V with the def2-TZVPD basis set.

Computed properties:
- Gap between HOMO and LUMO: 0.3251 Eh
- LUMO: 0.65 eV
- Relative energy (zero: lowest compared OMol25 entry of this formula, charge and spin): 34.6 kcal per mole
- SMILES: NCC[C@H](N)CN.O.O
- HOMO level: -8.2 eV

```
26
Properties=species:S:1:pos:R:3:nbo_charge:R:1
N 2.10 1.38 1.35 -0.856
C 0.62 1.48 1.42 -0.217
C -0.14 0.14 1.44 -0.426
C -0.20 -0.42 -0.04 -0.083
N -1.58 -0.55 -0.49 -0.874
C 0.39 -1.86 0.03 -0.210
N 1.84 -1.95 0.19 -0.872
H 2.53 0.79 0.64 0.353
H 2.51 1.08 2.23 0.349
H 0.24 2.09 0.63 0.186
H 0.69 2.05 2.39 0.197
H 0.43 -0.56 2.08 0.203
H -1.19 0.39 1.68 0.200
H 0.51 0.13 -0.67 0.204
H -2.37 -0.50 0.12 0.388
H -1.76 -0.26 -1.43 0.357
H -0.13 -2.33 0.90 0.176
H 0.10 -2.42 -0.87 0.188
H 2.24 -1.61 -0.67 0.368
H 2.19 -1.67 1.08 0.366
O 0.42 -0.35 -2.98 -0.955
H -0.41 -0.56 -2.56 0.474
H 0.69 -0.97 -3.67 0.484
O -3.06 1.80 -0.21 -0.941
H -2.79 1.93 0.71 0.469
H -2.91 2.63 -0.65 0.474
```

No. 9
Below is C23H21AsBrNO9P2Ru as an isolated structure at a distorted geometry, with properties calculated with ωB97M-V with the def2-TZVPD basis set.

Computed properties:
- Gap between HOMO and LUMO (spin up / spin down): 0.2367 / 0.1611 Eh
- Multiplicity: 5
- LUMO (spin up / spin down): -7.97 / -10.02 eV
- Charge: +2
- HOMO level (spin up / spin down): -14.4 / -14.4 eV

```
59
Properties=species:S:1:pos:R:3:mulliken_spin:R:1
Ru -1.56 0.15 -0.70 3.124
O -3.85 5.35 -2.89 0.016
C -3.27 4.29 -2.39 0.029
C -2.18 3.62 -2.98 0.002
C -1.64 2.52 -2.35 -0.021
N -2.11 2.04 -1.19 0.022
C -3.16 2.67 -0.64 -0.004
Br -3.76 1.95 0.99 0.039
C -3.77 3.78 -1.18 -0.002
H -3.46 5.66 -3.73 -0.001
H -1.78 3.95 -3.92 0.000
H -0.81 1.98 -2.78 0.013
H -4.61 4.24 -0.68 0.001
O -5.02 -1.51 -2.17 0.008
P -3.57 -1.10 -1.81 -0.022
O -3.01 -0.03 -2.69 0.220
O -3.42 -0.63 -0.36 0.136
O -2.68 -2.45 -1.95 0.007
P -1.08 -2.41 -1.72 0.016
O -0.59 -1.23 -2.72 0.051
O -0.43 -3.69 -1.95 0.005
O -0.88 -1.72 -0.36 0.081
H -5.33 -2.40 -1.99 0.000
H -0.66 -1.45 -3.66 -0.001
O 0.39 0.61 -0.61 0.140
As 1.13 -0.43 0.49 0.020
C 2.60 0.76 1.12 0.001
C 2.37 1.62 2.18 0.004
C 3.33 2.58 2.49 0.001
C 4.49 2.65 1.74 0.000
C 4.72 1.78 0.69 0.001
C 3.77 0.82 0.38 -0.002
C -0.07 -0.65 2.01 -0.025
C -0.18 -1.83 2.73 -0.012
C -1.10 -1.89 3.77 0.036
C -1.91 -0.80 4.06 0.005
C -1.82 0.36 3.30 0.023
C -0.90 0.44 2.27 0.079
C 2.14 -1.99 -0.13 0.012
C 2.80 -2.68 0.89 0.000
C 3.51 -3.83 0.56 0.001
C 3.60 -4.23 -0.76 0.000
C 2.98 -3.50 -1.77 0.000
C 2.25 -2.36 -1.46 -0.002
H 1.46 1.56 2.78 0.001
H 3.17 3.25 3.31 0.000
H 5.24 3.39 1.98 0.000
H 5.62 1.84 0.11 0.000
H 3.93 0.12 -0.43 0.000
H 0.43 -2.69 2.50 -0.001
H -1.19 -2.80 4.35 0.001
H -2.62 -0.84 4.87 0.000
H -2.47 1.20 3.51 0.001
H -0.76 1.38 1.72 -0.008
H 2.74 -2.31 1.91 0.000
H 4.00 -4.39 1.34 0.000
H 4.17 -5.11 -1.02 0.000
H 3.07 -3.81 -2.80 0.000
H 1.76 -1.79 -2.24 0.000
```